Entry 1:
Formula: C46H48BrNO7
Source: the OMol25 dataset
Level of theory: ωB97M-V/def2-TZVPD

- HOMO-LUMO gap (eV) = 8.6516
- SMILES = C#CN1C(=O)c2c(CCCCOC=O)c(CC(C)C)c(CC(=O)Br)c(COO)c2C1=O.c1ccccc1.c1ccccc1.c1ccccc1.c1ccccc1
- highest occupied orbital energy (Eh) = -0.33606
- F_max (hartree/bohr) = 0.02716

Structure (ORCA input):
```
! RIJCOSX wB97M-V def2-TZVPD def2/J DEFGRID3
* xyz 0 1
Br 1.57190 -5.96424 3.67055
O 3.12194 -4.02616 -2.84544
O -1.24117 -0.24012 3.48736
O 0.80801 -5.01390 -1.08817
O 0.65763 -3.54802 2.75440
O 3.71257 0.10219 -2.79390
O -0.73794 1.20203 1.84478
O 1.28589 -5.19274 0.24540
N 2.31313 -1.79210 -2.93705
C -0.94290 2.97335 -2.17615
C -8.35390 -0.32531 -3.69277
C -2.73090 2.81410 -3.77466
C 2.19565 2.17276 -5.53905
C 3.57303 2.04212 -5.42966
C 1.00783 -1.57843 -2.63490
C -3.14353 2.32336 -1.45795
C 3.46930 -0.57598 2.87141
C -4.92826 -1.13971 5.80138
C -5.09464 0.78178 7.23453
C -7.10927 0.16189 -3.31939
C -1.40199 3.08644 -3.48067
C 1.36976 1.99115 0.93942
C 2.64798 -4.86109 0.20278
C 2.80785 -3.02902 -2.28900
C 2.34451 1.68531 -0.22394
C 3.56744 0.91179 0.31611
C 4.81062 1.42263 3.68730
C -5.54502 -0.47327 6.85121
C 5.63701 -0.84522 4.16716
C -1.37218 0.09023 2.35027
C 4.89624 -0.01249 3.11895
C -0.13778 -1.32540 -2.39097
C 3.16530 -0.79774 -2.24656
C -9.15846 -0.96243 -2.75854
C -6.66630 0.00489 -2.01354
C 0.46371 0.78711 1.17196
C 2.89348 -3.36950 0.30960
C 3.17017 -1.25855 -0.80889
C -3.86269 -0.55241 5.13193
C -8.71711 -1.11566 -1.45146
C -1.81457 2.59672 -1.16403
C 3.30072 -1.32223 1.56279
C 3.35051 -0.57571 0.36703
C 3.85585 3.38617 -7.40653
C 2.47904 3.51913 -7.51386
C 3.07477 -2.68799 1.52300
C -3.40881 0.70228 5.51858
C 3.02427 -3.51381 2.78280
C -7.46940 -0.63509 -1.07985
C 4.40139 2.64979 -6.36435
C -3.60059 2.42785 -2.76402
C 1.65710 -4.14909 2.98734
C 2.95701 -2.62765 -0.83524
C -4.02496 1.36663 6.57086
C 1.64997 2.91322 -6.58037
H 0.09558 3.18370 -1.94839
H -0.13554 -5.19095 -0.98784
H 3.95420 1.96576 3.29492
H -6.37654 -0.93212 7.37098
H -6.48379 0.66338 -4.04734
H -5.69305 0.38108 -1.72356
H 4.72983 1.42113 4.76889
H 2.05190 4.09330 -8.32619
H 1.85392 1.18552 -1.05299
H 3.13541 -5.39670 1.01286
H -1.13216 -0.99557 -2.24098
H 6.62629 -0.40636 4.29122
H 3.99885 1.46323 -4.62293
H -9.34568 -1.61049 -0.72241
H 4.50348 3.85510 -8.13639
H 1.98439 2.17375 1.81645
H 3.08046 -5.20991 -0.73213
H -1.46090 2.51654 -0.14385
H 3.20860 -1.17818 3.73126
H -0.72299 3.38734 -4.26568
H 0.98568 0.02337 1.74426
H 5.73300 -1.89069 3.88565
H 4.40960 1.09306 -0.35246
H 5.14265 -0.72947 5.12691
H -3.08944 2.90351 -4.79240
H -5.27877 -2.11998 5.50386
H -1.98182 -0.45208 1.61682
H 0.78394 2.88742 0.75585
H 3.84139 1.34919 1.26274
H -2.57659 1.15982 5.00289
H 1.54704 1.69311 -4.81536
H -3.82354 2.02962 -0.66740
H 5.68066 1.98665 3.35895
H 2.74850 0.23761 2.87400
H -8.69720 -0.20819 -4.71257
H 0.57563 3.01610 -6.66724
H -4.63647 2.21153 -2.99409
H -3.38502 -1.07105 4.31372
H 5.45822 -0.00964 2.18951
H 0.23878 0.36340 0.19078
H 2.71409 2.64321 -0.58512
H 3.17240 -2.92148 3.67589
H 5.47586 2.54731 -6.28016
H -3.67011 2.34346 6.87432
H -10.13030 -1.34000 -3.04915
H -5.57688 1.30401 8.05112
H 3.81025 -4.26446 2.80643
H -7.12300 -0.75873 -0.06169
*
```



Entry 2:
Formula: C3H4N2O2
Source: the OMol25 dataset
Level of theory: ωB97M-V/def2-TZVPD

- HOMO-LUMO gap (eV) = 9.3269
- SMILES = NC1=CN1.O=C=O
- highest occupied orbital energy (Eh) = -0.31800
- F_max (hartree/bohr) = 0.03880

Structure (ORCA input):
```
! RIJCOSX wB97M-V def2-TZVPD def2/J DEFGRID3
* xyz 0 1
O 2.58953 -1.26731 -0.25456
O 2.35635 0.95277 -0.90049
N -2.08035 -0.55734 -0.27559
N 0.34565 -0.24296 0.31787
C -1.06504 0.18275 0.23589
C -0.40068 1.13614 0.76758
C 2.29534 -0.16106 -0.53771
H -2.86192 -0.11217 -0.74021
H -0.13217 2.13371 1.08439
H 0.59215 -0.79856 1.14466
H -1.63886 -1.26597 -0.84184
*
```



Entry 3:
Formula: C4H12NOS
Source: the OMol25 dataset
Level of theory: ωB97M-V/def2-TZVPD

- HOMO-LUMO gap (eV) = 8.9680
- highest occupied orbital energy (Eh) = -0.50279
- F_max (hartree/bohr) = 0.08142

Structure (ORCA input):
```
! RIJCOSX wB97M-V def2-TZVPD def2/J DEFGRID3
* xyz 1 1
S -0.26135 -1.40589 -2.86472
O -0.87685 1.71033 -1.16733
N 0.53927 -0.54958 -0.47151
C 0.06247 -1.07900 0.82008
C -1.42676 -0.85518 0.81243
C 0.24712 -1.63754 -1.33792
C 1.96543 -0.01885 -0.45663
H 2.06255 0.75774 0.21223
H -0.06924 0.25636 -0.67538
H -1.87143 0.15387 0.86428
H 0.45221 -0.51437 1.74771
H -0.66600 2.25150 -0.36007
H 2.10584 0.43702 -1.40818
H -1.85154 -1.50042 -0.07326
H 0.35353 -2.09652 0.96555
H -0.48692 -0.14972 -3.16469
H -1.74329 1.88178 -1.57694
H -1.86080 -1.47725 1.62165
H 2.73988 -0.79524 -0.28119
*
```



Looking at E_LUMO for the records above, in order, we have -0.5, 0.7, -4.7 eV.